{
  "formula": "C29H20N6O2S5Sr",
  "method": "the ωB97M-V functional and the def2-TZVPD basis",
  "species": ["Sr", "N", "C", "N", "C", "N", "N", "C", "C", "C", "C", "C", "C", "N", "C", "C", "C", "C", "C", "C", "H", "H", "H", "H", "H", "H", "H", "H", "H", "H", "H", "O", "C", "O", "C", "C", "C", "C", "C", "C", "S", "H", "H", "H", "H", "S", "C", "S", "S", "S", "C", "N", "C", "C", "C", "C", "C", "C", "H", "H", "H", "H", "H"],
  "xyz": [[-1.255455, -0.101835, -0.896412], [-0.469469, 2.376072, 3.151007], [-0.641631, 2.038169, 1.767556], [-0.126673, 0.792060, 1.378171], [0.123309, -0.141659, 2.276407], [0.649864, -1.328317, 1.972687], [0.734438, -1.446343, 0.624803], [1.554160, -2.291468, 0.140281], [1.744781, -2.351164, -1.311068], [2.551710, -3.344227, -1.869339], [2.749307, -3.360582, -3.237640], [2.133270, -2.392210, -4.013273], [1.340419, -1.449314, -3.375253], [1.157118, -1.409151, -2.061182], [-0.168775, 0.086308, 3.711269], [-0.163594, -0.935625, 4.652403], [-0.470506, -0.681148, 5.979605], [-0.786449, 0.617790, 6.367339], [-0.805085, 1.646742, 5.444069], [-0.500699, 1.386386, 4.104954], [-0.794215, 3.292081, 3.417720], [-0.218961, 2.829642, 1.157480], [2.169933, -2.927883, 0.779661], [3.002109, -4.090279, -1.226962], [3.365422, -4.126896, -3.693191], [2.237909, -2.372871, -5.089187], [0.808477, -0.700666, -3.949904], [0.083645, -1.930552, 4.306819], [-0.474226, -1.484702, 6.704822], [-1.033286, 0.829440, 7.401566], [-1.065142, 2.655583, 5.745396], [-3.966741, 3.132472, 1.254629], [-2.769593, 3.112141, 1.117405], [-2.095953, 1.990193, 1.454147], [-2.005282, 4.304627, 0.627383], [-2.268086, 5.480644, 1.333453], [-1.648014, 6.673656, 1.013025], [-0.765344, 6.685045, -0.065676], [-0.526058, 5.537209, -0.789251], [-1.131252, 4.297182, -0.482418], [-0.782790, 2.934094, -1.498521], [-2.987610, 5.435132, 2.143035], [-1.854356, 7.574357, 1.577477], [-0.265426, 7.605559, -0.348196], [0.147002, 5.556435, -1.637057], [-4.545666, -2.985063, -3.499302], [-3.473822, -1.834763, -2.893782], [-4.013924, -0.425733, -2.054078], [-1.744606, -2.069561, -3.061452], [-3.779088, -2.009539, 3.304445], [-2.926751, -1.023221, 2.158354], [-2.589180, -1.585476, 1.054150], [-3.040359, -2.905199, 1.016689], [-2.906649, -3.770465, -0.067910], [-3.435347, -5.040615, 0.040925], [-4.084862, -5.458562, 1.207742], [-4.233116, -4.606576, 2.284660], [-3.711044, -3.319921, 2.173657], [-2.726321, 0.014472, 2.382331], [-2.423985, -3.438164, -0.981595], [-3.365994, -5.707257, -0.808436], [-4.495051, -6.460076, 1.262481], [-4.751843, -4.923808, 3.180484]],
  "forces_ev_per_a": [[0.1, 0.0, 0.0], [0.0, 0.1, 0.0], [0.1, 0.0, 0.0], [0.0, 0.1, 0.1], [-0.1, 0.1, 0.1], [0.0, -0.1, -0.1], [-0.1, 0.0, -0.1], [0.0, 0.0, 0.1], [0.0, 0.0, 0.0], [0.0, 0.0, 0.0], [0.0, 0.0, 0.0], [0.0, 0.0, 0.0], [0.0, 0.0, 0.0], [0.0, 0.0, 0.0], [0.0, 0.0, 0.0], [0.0, 0.0, 0.0], [0.0, 0.0, 0.0], [0.0, 0.0, 0.0], [0.0, 0.0, 0.0], [0.0, 0.0, 0.1], [0.0, 0.0, 0.0], [0.0, 0.0, 0.0], [0.0, 0.0, 0.0], [0.0, 0.0, 0.0], [0.0, 0.0, 0.0], [0.0, 0.0, 0.0], [0.0, 0.0, 0.0], [0.0, 0.0, 0.0], [0.0, 0.0, 0.0], [0.0, 0.0, 0.0], [0.0, 0.0, 0.0], [0.0, 0.0, 0.1], [0.0, -0.1, -0.2], [0.0, 0.0, 0.0], [0.0, 0.0, 0.2], [0.0, 0.0, 0.0], [0.0, 0.0, 0.0], [0.0, 0.0, 0.0], [0.0, 0.0, 0.0], [0.0, 0.0, -0.1], [0.0, 0.0, 0.0], [0.0, 0.0, 0.0], [0.0, 0.0, 0.0], [0.0, 0.0, 0.0], [0.0, 0.0, 0.0], [0.0, 0.0, 0.0], [0.0, 0.0, 0.0], [0.1, -0.1, 0.0], [0.0, 0.0, 0.0], [0.0, 0.0, 0.0], [0.0, 0.0, 0.0], [-0.1, 0.0, 0.0], [0.0, 0.1, 0.0], [0.0, -0.1, 0.0], [0.0, 0.0, 0.0], [0.0, 0.0, 0.0], [0.0, 0.0, 0.0], [0.0, -0.1, 0.0], [0.0, 0.0, 0.0], [0.0, 0.0, 0.0], [0.0, 0.0, 0.0], [0.0, 0.0, 0.0], [0.0, 0.0, 0.0]],
  "lowdin_charge": [0.942, 0.127, -0.375, 0.030, -0.377, 0.028, -0.059, -0.118, -0.274, -0.044, -0.089, -0.075, -0.202, 0.046, -0.101, -0.040, -0.112, -0.115, -0.037, -0.207, 0.137, 0.108, 0.108, 0.100, 0.095, 0.095, 0.096, 0.104, 0.087, 0.090, 0.101, 0.117, -0.468, -0.008, -0.185, -0.058, -0.126, -0.122, -0.145, -0.692, 0.489, 0.110, 0.081, 0.088, 0.081, 0.258, -1.919, 0.248, 0.260, 1.038, -0.443, 0.008, -0.290, -0.008, -0.073, -0.108, -0.115, -0.481, 0.069, 0.038, 0.103, 0.090, 0.094],
  "orbital_gap_ev": 5.04,
  "total_charge": -2,
  "homo_energy_ev": -1.0,
  "relative_energy_kcal_mol": 0.00,
  "total_energy_ha": -3618.0212
}

=====

{
  "formula": "C2H6N2O",
  "method": "the ωB97M-V functional and the def2-TZVPD basis",
  "species": ["C", "C", "H", "H", "H", "H", "H", "H", "N", "N", "O"],
  "xyz": [[1.233931, 1.166545, 0.318438], [-0.433889, 0.144295, -0.824741], [1.973121, 1.413054, -0.673371], [0.724729, 2.257471, 0.567846], [1.755043, 0.731006, 1.275264], [-0.684303, -0.217272, 1.504764], [-0.287417, 1.089638, -1.548935], [-1.490103, -2.029571, -0.936449], [0.240112, 0.054068, 0.208747], [-1.244612, -0.820384, -1.328884], [0.030022, -0.718145, 1.336208]],
  "forces_ev_per_a": [[1.2, 1.2, 1.8], [-6.8, -4.5, -8.0], [-2.1, -1.4, 2.9], [1.1, -2.8, -0.5], [0.0, 1.7, -1.9], [-4.8, 1.7, 3.0], [-0.4, -2.2, 2.0], [1.8, 5.3, -0.4], [7.1, 3.6, 2.7], [-0.1, -0.9, 0.6], [3.1, -1.8, -2.2]],
  "lowdin_charge": [-0.069, -0.422, 0.142, 0.118, 0.106, 0.045, 0.165, 0.154, -0.290, -0.038, 0.091],
  "orbital_gap_ev": 9.07,
  "total_charge": 0,
  "homo_energy_ev": -8.5,
  "relative_energy_kcal_mol": 164.47,
  "total_energy_ha": -264.3252
}

=====

{
  "formula": "C33H42BrIIrN3O5PSe2",
  "method": "the ωB97M-V functional and the def2-TZVPD basis",
  "species": ["Ir", "Se", "Se", "C", "C", "C", "C", "C", "N", "C", "C", "C", "C", "C", "N", "H", "H", "H", "H", "H", "H", "H", "H", "Br", "C", "C", "C", "C", "N", "C", "H", "H", "H", "H", "C", "C", "O", "C", "C", "H", "H", "H", "H", "H", "H", "H", "H", "H", "H", "O", "C", "O", "C", "C", "C", "C", "O", "C", "O", "C", "C", "H", "H", "H", "H", "H", "I", "C", "C", "P", "C", "C", "C", "C", "H", "H", "H", "H", "H", "H", "H", "H", "H", "H", "H", "H", "H", "H", "H"],
  "xyz": [[0.887867, 0.600267, -0.013589], [3.555025, 2.560676, -2.222091], [3.529113, 2.217486, 0.060723], [4.043394, 0.385519, 0.265548], [5.368985, -0.012441, 0.287447], [5.644437, -1.329650, 0.626967], [4.598040, -2.172468, 0.964849], [3.303320, -1.684545, 0.913159], [3.028079, -0.433028, 0.544074], [1.660371, 2.865543, -2.450880], [1.351583, 3.841907, -3.386784], [0.024262, 4.174867, -3.593649], [-0.945882, 3.541789, -2.837438], [-0.552210, 2.584185, -1.923963], [0.730461, 2.227634, -1.737590], [6.158008, 0.691880, 0.065769], [6.666348, -1.683740, 0.651100], [4.777901, -3.194936, 1.265426], [2.454499, -2.305576, 1.167932], [2.143823, 4.347314, -3.921800], [-0.240153, 4.932548, -4.319181], [-1.994742, 3.776248, -2.945047], [-1.278949, 2.053396, -1.327835], [-1.324566, -1.127275, 5.397145], [-0.002167, -0.128115, 4.505353], [0.877346, 0.676431, 5.204578], [1.825413, 1.372979, 4.470150], [1.841067, 1.239998, 3.094859], [0.981147, 0.470630, 2.421932], [0.074009, -0.207890, 3.126657], [0.829311, 0.756002, 6.281585], [2.544792, 2.015348, 4.957827], [2.575095, 1.775689, 2.508716], [-0.604056, -0.834714, 2.565285], [-2.723402, 3.217991, 1.411616], [-1.498397, 2.463289, 1.879570], [-0.322107, 2.840985, 1.154885], [0.268365, 4.046039, 1.651645], [0.810942, 4.861453, 0.501466], [-3.600864, 2.880560, 1.966290], [-2.902731, 3.034279, 0.351393], [-2.631975, 4.293124, 1.567370], [-1.633466, 1.397849, 1.704806], [-1.322127, 2.603415, 2.952765], [1.055059, 3.785340, 2.370078], [-0.482840, 4.626329, 2.191705], [1.612709, 4.340674, -0.028316], [1.214010, 5.804133, 0.873331], [0.018568, 5.087226, -0.212860], [-2.235029, 0.354980, -0.513269], [-1.943279, -0.656938, 0.116232], [-0.802495, -1.027104, 0.502630], [-3.086878, -1.609518, 0.499725], [-4.435713, -1.239431, 0.145259], [-5.535747, -1.994879, 0.458861], [-5.256494, -3.162239, 1.160166], [-6.092003, -4.079167, 1.602217], [-5.332219, -5.096354, 2.277264], [-3.960459, -4.677312, 2.176891], [-3.922606, -3.535051, 1.518906], [-2.812995, -2.761220, 1.193305], [-4.564186, -0.311368, -0.396480], [-6.541289, -1.713437, 0.185298], [-5.461479, -6.046469, 1.763537], [-5.624950, -5.132305, 3.324315], [-1.805179, -3.046881, 1.452734], [-3.977329, 1.088004, -2.837622], [2.932266, -1.708135, -3.995555], [2.520328, -0.665505, -2.955796], [1.091045, -1.059388, -1.886364], [-0.275285, -1.048844, -3.116857], [-1.412169, -2.047485, -2.915323], [1.404927, -2.837779, -1.540496], [0.609558, -3.548818, -0.445831], [3.750192, -1.316739, -4.600114], [2.121421, -1.958530, -4.679846], [3.282783, -2.630643, -3.536774], [2.257976, 0.271364, -3.452543], [3.360721, -0.431762, -2.300105], [0.185368, -1.247375, -4.087121], [-0.657911, -0.024616, -3.150098], [-1.047473, -3.074568, -2.918501], [-2.131283, -1.955458, -3.728728], [-1.952116, -1.881466, -1.988884], [2.474361, -2.898949, -1.324214], [1.267459, -3.345555, -2.498396], [0.456577, -2.916666, 0.428486], [1.134343, -4.453544, -0.137578], [-0.375445, -3.849505, -0.802350]],
  "forces_ev_per_a": [[0.8, -0.4, 0.2], [-0.1, 0.1, 0.1], [0.0, 0.2, 0.1], [0.0, -0.1, 0.0], [0.0, 0.0, 0.0], [0.1, 0.0, 0.0], [0.0, 0.0, 0.0], [-0.1, 0.0, -0.1], [0.1, 0.1, -0.1], [0.0, 0.0, 0.1], [0.0, 0.0, 0.0], [0.0, 0.0, -0.1], [0.0, 0.0, 0.0], [0.0, 0.0, -0.1], [-0.1, -0.1, 0.0], [0.0, 0.0, 0.0], [0.0, 0.0, 0.0], [0.0, 0.0, 0.0], [0.0, 0.0, 0.0], [0.0, 0.0, 0.0], [0.0, 0.0, 0.0], [0.0, 0.0, 0.0], [0.0, 0.0, 0.0], [0.0, 0.0, 0.0], [0.0, 0.0, 0.0], [0.1, 0.0, 0.0], [0.0, 0.0, 0.0], [0.1, 0.0, -0.1], [-0.2, 0.0, -0.1], [0.0, -0.1, -0.1], [0.0, 0.0, 0.0], [0.0, 0.0, 0.0], [0.0, 0.0, 0.0], [0.0, 0.1, 0.1], [-0.1, 0.0, 0.0], [0.1, 0.0, 0.0], [-0.2, -0.1, 0.0], [0.1, 0.0, -0.2], [0.1, 0.1, 0.0], [0.0, 0.0, 0.0], [0.0, 0.0, 0.0], [0.0, 0.0, 0.0], [0.0, 0.0, 0.0], [0.0, 0.0, 0.0], [0.0, 0.0, 0.0], [0.0, 0.0, 0.0], [-0.1, 0.0, 0.1], [0.0, 0.0, 0.0], [0.0, 0.0, 0.0], [-0.1, 0.5, -0.3], [-0.3, -0.7, 0.2], [0.0, 0.4, 0.0], [-0.2, 0.3, -0.1], [0.2, 0.1, 0.0], [0.1, -0.2, 0.1], [0.1, 0.0, 0.0], [-0.1, -0.2, 0.1], [0.1, 0.3, -0.2], [0.0, -0.2, 0.1], [-0.1, 0.1, -0.1], [-0.2, -0.2, 0.0], [0.1, 0.0, 0.0], [0.0, 0.0, 0.0], [0.0, 0.0, 0.0], [0.0, 0.0, 0.0], [0.0, 0.0, 0.0], [0.0, 0.0, 0.0], [0.0, 0.0, 0.0], [0.0, -0.1, -0.1], [-0.2, 0.2, 0.1], [-0.1, 0.0, 0.0], [0.1, 0.0, -0.1], [0.0, 0.0, 0.0], [0.0, 0.0, 0.0], [0.0, 0.0, 0.0], [0.0, 0.0, 0.0], [0.0, 0.0, 0.0], [0.0, 0.0, 0.0], [0.0, 0.0, 0.0], [0.0, 0.1, 0.0], [0.0, 0.0, 0.0], [0.0, 0.0, 0.0], [0.0, 0.0, 0.0], [0.0, 0.0, 0.1], [0.0, 0.0, 0.0], [0.1, -0.1, 0.0], [0.1, 0.0, 0.0], [0.0, 0.0, 0.0], [0.0, 0.1, 0.0]],
  "lowdin_charge": [1.072, 0.763, 0.719, -0.661, -0.064, -0.020, -0.018, -0.124, -0.087, -0.659, -0.096, -0.022, -0.053, -0.168, -0.077, 0.118, 0.126, 0.122, 0.108, 0.108, 0.126, 0.088, 0.047, 0.793, -0.662, -0.074, -0.020, -0.152, -0.010, -0.189, 0.120, 0.123, 0.052, 0.080, -0.044, -0.270, -0.248, -0.251, -0.051, 0.088, 0.067, 0.081, 0.081, 0.128, 0.110, 0.122, 0.024, 0.093, 0.085, -0.135, -0.657, -0.175, -0.039, 0.047, 0.074, -0.148, 0.140, -0.011, 0.135, -0.135, 0.105, 0.037, 0.146, 0.168, 0.168, 0.136, 0.393, -0.121, -0.422, 0.901, -0.353, -0.128, -0.372, -0.142, 0.083, 0.071, 0.069, 0.049, 0.039, 0.079, 0.054, 0.069, 0.075, 0.040, 0.068, 0.088, 0.032, 0.083, 0.064],
  "orbital_gap_ev": [6.97, 4.87],
  "spin_multiplicity": 6,
  "total_charge": 2,
  "homo_energy_ev": [-12.0, -13.2],
  "relative_energy_kcal_mol": 0.00,
  "total_energy_ha": -9942.8186
}